Record 1
This record from the OMol25 dataset describes an isolated molecule of C4H8N2 at a distorted geometry. The level of theory is ωB97M-V/def2-TZVPD.

Computed properties:
Energy relative to the best compared isomer or geometry (same formula, charge and spin) in kcal per mole: 135.0
E_tot in eV: -7252.020
SMILES: [H]/N=C1\CN1CC
2S+1: 1
LUMO level (alpha / beta) in eV: 0.038 / 0.039
Highest occupied orbital energy (alpha / beta) in hartree: -0.2701 / -0.2701

Geometry as XYZ:
```
14
Properties=species:S:1:pos:R:3:forces:R:3:nbo_charge:R:1
C 0.952583 1.480646 0.047648 1.626 -3.937 -1.696 -0.152
C -2.053256 -0.733053 0.036653 0.321 -0.106 -0.034 -0.608
C 1.595377 -0.071701 0.268233 1.072 5.339 -1.105 0.379
C -0.740011 -0.151842 -0.441719 2.376 -1.516 -1.077 -0.207
N -0.054274 0.629719 0.495917 -1.286 0.748 3.192 -0.545
N 2.444384 -0.695027 0.879598 -1.790 -1.438 1.666 -0.653
H 3.295439 -1.126932 0.545115 -0.170 0.542 -0.474 0.409
H 1.274792 2.229664 0.765796 0.504 -0.412 0.003 0.229
H 1.081922 1.719996 -1.009950 -0.554 0.579 0.055 0.188
H -0.800808 0.270531 -1.456500 -0.288 0.317 0.204 0.176
H 0.170100 -0.934560 -0.601619 -1.889 -0.082 -0.743 0.141
H -1.960971 -1.114856 1.049472 0.064 -0.049 0.069 0.221
H -2.825874 0.035420 0.039210 0.043 0.089 -0.007 0.213
H -2.379401 -1.538006 -0.617854 -0.028 -0.074 -0.053 0.209
```
Forces are in eV/Å.

Record 2
This record from the OMol25 dataset describes a cluster of 5 separate species, C30H59ClF5N5O10S in total at a distorted geometry. The level of theory is ωB97M-V/def2-TZVPD.

Computed properties:
E_tot in eV: -96933.854
SMILES: O=C1O[C@@H](N(C(=O)F)C(=O)F)[C@@H](CCCCS(=O)(=O)Cl)[C@H]1CCC(F)=C(F)F.COC[C@@H](C)N.COC[C@@H](C)N.COC[C@@H](C)N.COC[C@@H](C)N
2S+1: 1
LUMO level in eV: 0.083
Highest occupied orbital energy in hartree: -0.3379

Geometry as XYZ:
```
111
Properties=species:S:1:pos:R:3:forces:R:3:lowdin_charge:R:1
O 1.215198 2.625315 0.542370 0.085 -0.146 0.202 0.182
C 0.225594 2.688455 -0.100808 0.030 0.165 -0.079 -0.373
O -0.433023 3.921925 -0.236950 0.731 -0.233 -0.648 0.079
C -1.409299 3.841495 -1.241243 -1.191 0.029 0.996 -0.247
N -0.996590 4.414945 -2.552983 0.384 0.169 0.314 0.138
C 0.238719 5.150300 -2.467465 -0.145 -0.092 -0.046 -0.485
O 0.438894 6.121093 -1.848352 0.086 0.752 0.443 0.245
F 1.169861 4.628444 -3.241087 0.257 -0.434 -0.336 0.170
C -1.980331 5.325907 -3.071845 0.076 -0.737 -0.346 -0.498
O -2.428958 5.254087 -4.153897 -0.172 0.184 -0.375 0.224
F -2.358808 6.256144 -2.208614 -0.125 0.190 0.321 0.167
C -1.837230 2.378532 -1.188916 -0.140 -0.477 -0.086 -0.201
C -2.767272 1.821804 -2.246693 0.011 0.208 -0.155 -0.119
C -4.043747 2.669630 -2.437363 0.122 -0.946 -0.186 -0.172
C -5.260804 2.023708 -1.777028 0.009 0.392 0.375 -0.218
C -6.586336 2.508492 -2.338119 0.184 0.245 0.083 -0.273
S -7.046875 1.736520 -3.881564 -0.539 -0.347 0.254 0.343
O -8.459060 1.826963 -4.044090 -0.128 0.350 -0.067 -0.333
O -6.429526 0.455572 -3.978883 0.473 0.050 -0.165 -0.320
Cl -6.219020 2.988544 -5.274108 0.033 -0.105 -0.014 0.409
C -0.566137 1.599411 -0.817482 -0.077 0.175 0.018 -0.132
C 0.123408 0.794881 -1.926217 -0.262 0.208 -0.294 -0.108
C 0.920372 1.554084 -2.988077 0.344 -0.837 0.111 -0.084
C 2.384682 1.686934 -2.702080 0.425 -0.174 -0.190 -0.190
F 2.814272 1.528912 -1.423617 -0.240 0.803 -0.403 0.070
C 3.301661 1.945155 -3.628951 0.315 0.100 0.150 -0.293
F 4.509235 2.447562 -3.377958 -0.388 -0.760 -0.194 0.141
F 3.116127 1.732691 -4.933712 -0.097 0.617 0.467 0.128
H -2.255240 4.422533 -0.879324 0.076 0.277 -0.075 0.144
H -2.428958 2.358419 -0.269551 -0.081 0.164 0.127 0.160
H -3.067456 0.831683 -1.907225 0.057 -0.199 -0.049 0.125
H -2.279873 1.668620 -3.207480 0.201 0.161 -0.049 0.121
H -4.242547 2.722376 -3.501385 0.117 0.350 -0.154 0.067
H -3.901585 3.668519 -2.035068 -0.188 0.245 -0.138 0.107
H -5.261579 2.290644 -0.722303 -0.016 -0.026 0.206 0.094
H -5.208840 0.940304 -1.817205 -0.028 -0.136 -0.191 0.111
H -6.589719 3.583623 -2.498743 -0.033 0.108 -0.122 0.105
H -7.424242 2.290544 -1.680703 -0.134 -0.238 -0.013 0.107
H -0.832711 0.872176 -0.051573 0.084 -0.034 0.141 0.166
H -0.685000 0.299004 -2.459810 -0.070 -0.214 0.049 0.104
H 0.716985 -0.007118 -1.503265 0.142 0.021 0.211 0.092
H 0.488143 2.520611 -3.201836 -0.149 0.209 -0.001 0.096
H 0.852437 0.986561 -3.916616 -0.101 0.018 -0.156 0.120
C -6.325034 4.424699 4.191610 -0.003 -0.089 0.108 -0.067
C -6.874369 3.974492 2.842265 0.137 0.295 0.090 -0.431
C -5.795442 3.449712 1.885132 -0.138 -0.189 -0.097 -0.217
O -5.010365 4.447145 1.258186 0.112 -0.088 0.006 -0.201
C -3.919989 4.934102 2.024379 -0.027 0.081 -0.129 -0.091
N -7.652567 5.070603 2.259815 0.067 -0.156 -0.194 0.043
H -5.815328 5.385550 4.123814 0.015 0.005 -0.053 0.066
H -7.139055 4.541714 4.905487 -0.028 0.036 -0.029 0.077
H -5.624301 3.692519 4.597707 0.014 0.010 -0.009 0.079
H -7.559987 3.142706 3.028887 0.020 -0.047 -0.067 0.136
H -6.299839 2.926244 1.067517 -0.032 0.049 -0.014 0.102
H -5.150159 2.712793 2.382378 0.017 0.058 0.077 0.123
H -3.478198 4.144557 2.638773 -0.023 -0.005 0.037 0.095
H -4.220292 5.768449 2.660898 0.036 -0.046 0.086 0.079
H -3.164080 5.299170 1.328730 -0.009 -0.010 -0.019 0.081
H -8.111639 4.748489 1.412588 -0.108 -0.008 0.070 0.070
H -6.999847 5.779682 1.936940 -0.021 0.065 0.090 0.070
C 2.310389 -3.330154 -4.890842 0.046 -0.103 -0.041 -0.065
C 1.455830 -3.349855 -3.627966 0.019 0.170 -0.188 -0.424
C -0.054219 -3.286499 -3.897986 -0.051 -0.161 0.180 -0.200
O -0.534850 -1.998186 -4.239702 0.008 -0.007 -0.084 -0.202
C -0.397182 -1.638869 -5.602631 -0.043 0.137 0.084 -0.102
N 1.889275 -2.268266 -2.743005 -0.144 0.011 0.160 0.066
H 2.355138 -2.336679 -5.337152 -0.040 0.024 0.018 0.064
H 3.332802 -3.623259 -4.655296 0.006 0.040 0.036 0.077
H 1.925115 -4.025435 -5.639239 -0.013 0.015 -0.007 0.079
H 1.648771 -4.298780 -3.118745 -0.084 -0.008 0.042 0.136
H -0.574214 -3.551394 -2.973626 -0.014 0.059 0.010 0.122
H -0.354732 -4.021033 -4.656179 0.053 0.045 -0.068 0.121
H -0.528616 -2.502528 -6.260005 0.042 -0.017 -0.006 0.092
H 0.572616 -1.174240 -5.799663 0.025 -0.076 -0.081 0.073
H -1.173664 -0.908345 -5.829243 -0.027 -0.017 0.023 0.087
H 1.393337 -2.334822 -1.856022 0.115 -0.071 0.055 0.065
H 1.550082 -1.399640 -3.149173 0.134 0.029 -0.043 0.053
C 4.010223 -2.846245 2.824039 0.128 -0.109 0.064 -0.061
C 2.540355 -3.237040 2.717586 0.137 0.274 0.003 -0.431
C 1.969473 -3.113145 1.297939 -0.161 -0.219 0.023 -0.216
O 1.679611 -1.790524 0.890572 0.055 -0.022 -0.185 -0.203
C 2.786656 -1.054958 0.383655 -0.019 -0.031 0.143 -0.096
N 1.769552 -2.460290 3.693261 -0.155 -0.090 -0.117 0.039
H 4.151389 -1.766239 2.783501 -0.069 0.018 -0.044 0.067
H 4.424596 -3.190952 3.771311 -0.023 0.006 0.015 0.061
H 4.595480 -3.297827 2.020044 -0.006 0.020 -0.017 0.081
H 2.461555 -4.292411 2.997151 -0.052 -0.023 -0.048 0.133
H 1.011101 -3.641179 1.272512 -0.028 0.050 0.007 0.119
H 2.625360 -3.602664 0.565240 0.077 0.045 0.032 0.119
H 3.473681 -1.696696 -0.174286 -0.001 -0.048 0.027 0.093
H 3.325405 -0.545556 1.185145 0.053 -0.012 -0.034 0.084
H 2.397843 -0.304192 -0.292408 -0.017 0.050 0.033 0.047
H 0.808201 -2.789187 3.699393 0.023 -0.051 0.079 0.068
H 1.705590 -1.506869 3.346548 0.082 0.034 0.061 0.068
C 7.911047 -7.097797 6.104758 0.092 -0.038 0.093 -0.072
C 8.112750 -5.765142 5.391246 -0.194 -0.193 -0.028 -0.435
C 7.178491 -4.651816 5.885542 0.180 0.192 -0.043 -0.208
O 5.850847 -4.740672 5.408657 -0.031 -0.064 0.097 -0.205
C 5.001502 -5.610999 6.132143 -0.109 0.058 -0.164 -0.102
N 8.003414 -5.980363 3.945793 -0.016 0.190 0.023 0.039
H 7.008335 -7.607204 5.768220 -0.032 0.040 -0.018 0.064
H 8.750470 -7.761869 5.901533 -0.006 0.002 -0.053 0.075
H 7.844629 -6.960618 7.185895 -0.023 0.004 -0.002 0.078
H 9.134224 -5.433930 5.600631 -0.010 0.074 0.005 0.134
H 7.558344 -3.699824 5.505160 -0.048 0.004 -0.039 0.122
H 7.186769 -4.583736 6.981410 -0.010 -0.094 0.011 0.120
H 5.238606 -5.607654 7.199795 0.032 -0.031 0.008 0.091
H 5.052734 -6.632829 5.747862 0.036 -0.042 0.106 0.076
H 3.980146 -5.253819 6.000165 0.013 0.044 0.005 0.086
H 8.240356 -5.120348 3.459699 0.095 -0.041 -0.017 0.071
H 7.021016 -6.126056 3.729507 0.007 -0.085 -0.005 0.067
```
Forces are in eV/Å.

Which of these has the lowest E_tot? C30H59ClF5N5O10S